Model A:
Computed, not measured: a single C5H11N3 molecule, with the ωB97M-V functional and the def2-TZVPD basis.

Positions of all 19 atoms, in Å:
C (0.15, -0.53, -1.29)
C (-0.41, 0.74, -1.63)
C (0.75, 0.37, 1.04)
C (1.02, -2.62, -0.71)
C (-1.38, 1.46, 1.21)
N (0.35, -1.71, -1.60)
N (0.00, 1.84, -0.65)
N (-0.03, 1.46, 0.69)
H (-0.11, 1.13, -2.60)
H (-1.50, 0.68, -1.58)
H (0.40, -0.26, 1.83)
H (1.82, 0.48, 0.90)
H (1.98, -2.91, -1.15)
H (0.40, -3.51, -0.61)
H (1.19, -2.16, 0.27)
H (-1.86, 2.39, 0.92)
H (-1.97, 0.62, 0.82)
H (-1.34, 1.39, 2.30)
H (0.96, 2.08, -0.87)

Summary:
- E_HOMO (spin up / spin down) (eV) = -6.67 / -6.67
- LUMO (spin up / spin down) (eV) = 0.733 / 0.721

***

Model B:
Computed, not measured: a molecular structure, C5H11N3, with the ωB97M-V functional and the def2-TZVPD basis.

Positions of all 19 atoms, in Å:
C (1.42, 1.22, -0.77)
C (1.09, -1.35, 0.59)
C (-0.20, -0.25, -1.57)
C (-1.06, 0.00, 0.84)
C (0.35, -0.07, 0.23)
N (-1.46, 1.28, 1.11)
N (1.08, 1.11, 0.49)
N (-1.72, -1.07, 0.95)
H (-0.70, 1.95, 1.14)
H (-2.27, 1.43, 1.68)
H (-2.64, -0.93, 1.36)
H (1.27, 2.18, -1.26)
H (2.10, 0.57, -1.35)
H (0.48, -2.23, 0.40)
H (2.03, -1.42, 0.04)
H (1.31, -1.31, 1.66)
H (0.53, -0.40, -2.36)
H (-0.67, -1.22, -1.42)
H (-0.95, 0.51, -1.77)

Summary:
- E_HOMO (spin up / spin down) (eV) = -8.38 / -8.38
- LUMO (spin up / spin down) (eV) = 0.356 / 0.356

***

Model C:
Computed, not measured: a single C5H11N3 molecule, with the ωB97M-V functional and the def2-TZVPD basis.

Positions of all 19 atoms, in Å:
C (0.20, 0.64, -1.65)
C (-0.80, 2.27, 0.10)
N (-0.61, 0.30, 1.92)
C (0.37, -1.27, 0.43)
C (-0.24, 0.93, -0.26)
N (-0.60, -2.25, 0.51)
C (1.67, -1.47, 0.27)
N (-0.17, 0.05, 0.71)
H (-0.42, -0.50, 2.52)
H (-0.37, -3.14, 0.10)
H (-1.55, -1.95, 0.37)
H (-0.50, 1.11, -2.34)
H (1.20, 1.04, -1.85)
H (0.22, -0.43, -1.86)
H (-1.89, 2.22, 0.21)
H (-0.40, 2.57, 1.07)
H (-0.55, 3.01, -0.66)
H (2.37, -0.66, 0.31)
H (2.06, -2.47, 0.12)

Summary:
- E_HOMO (eV) = -7.06
- LUMO (eV) = 0.858

***

Least stable: model A

***

Model A:
Computed, not measured: a single C5H11N3 molecule, with the ωB97M-V functional and the def2-TZVPD basis.

Positions of all 19 atoms, in Å:
C (-2.63, -1.00, -0.43)
C (-1.88, 0.18, 0.10)
C (1.72, 0.88, 0.22)
C (2.42, -0.35, -0.44)
C (1.88, -0.34, 1.12)
H (-3.85, -0.72, -0.33)
H (-2.25, -1.92, 0.15)
H (-2.39, -1.13, -1.53)
H (-1.47, 1.60, 1.27)
H (-0.40, -0.30, -1.28)
H (0.35, 1.70, -1.14)
H (2.37, 1.76, 0.52)
H (3.45, -0.50, -0.84)
H (1.68, -0.97, -1.14)
H (2.72, -0.21, 1.80)
H (1.07, -1.07, 1.55)
N (-2.37, 1.08, 0.97)
N (-0.67, 0.15, -0.36)
N (0.27, 1.16, -0.21)

Summary:
- E_HOMO (eV) = -8.70
- LUMO (eV) = 0.731
- SMILES string = [H]/N=C(/C)NNC1CC1

***

Model B:
Computed, not measured: 3 unconnected molecules or ions with the total composition C5H11N3, with the ωB97M-V functional and the def2-TZVPD basis.

Positions of all 19 atoms, in Å:
C (-1.98, -2.07, -0.10)
C (0.45, -0.22, 1.61)
N (-2.13, -0.64, -0.25)
C (1.45, 1.65, -0.70)
C (-0.07, 0.25, 0.34)
N (2.49, 0.84, -1.04)
C (-0.48, 0.57, -0.77)
N (1.53, 2.89, -0.53)
H (-2.67, -0.25, 0.52)
H (3.35, 1.28, -1.35)
H (2.28, -0.06, -1.45)
H (0.67, 3.32, -0.19)
H (-0.86, 0.92, -1.70)
H (-1.62, -2.41, 0.89)
H (-2.92, -2.61, -0.28)
H (-1.26, -2.44, -0.84)
H (0.16, 0.46, 2.42)
H (1.54, -0.27, 1.58)
H (0.05, -1.21, 1.83)

Summary:
- E_HOMO (spin up / spin down) (eV) = -6.34 / -7.28
- LUMO (spin up / spin down) (eV) = 0.645 / 0.669

***

Model C:
Computed, not measured: a single C5H11N3 molecule, with the ωB97M-V functional and the def2-TZVPD basis.

Positions of all 19 atoms, in Å:
C (-1.60, 0.81, 0.52)
C (0.74, 0.17, -0.47)
C (-0.54, -0.27, 0.35)
N (1.99, -0.12, 0.20)
N (0.70, 1.53, -0.94)
N (-0.20, -0.96, 1.59)
C (0.26, -0.84, -1.51)
C (-0.79, -1.22, -0.80)
H (2.70, -0.41, -0.47)
H (1.85, -0.88, 0.86)
H (0.93, 2.15, -0.18)
H (1.40, 1.66, -1.66)
H (0.04, -0.28, 2.30)
H (-1.00, -1.49, 1.92)
H (0.67, -1.12, -2.46)
H (-1.57, -1.95, -0.95)
H (-2.54, 0.36, 0.83)
H (-1.75, 1.33, -0.42)
H (-1.29, 1.53, 1.28)

Summary:
- E_HOMO (eV) = -8.77
- LUMO (eV) = 1.121
- SMILES string = C[C@@]1(N)C=CC1(N)N

***

Least stable: model B

***

Model A:
Computed, not measured: a single C5H11N3 molecule, with the ωB97M-V functional and the def2-TZVPD basis.

Positions of all 19 atoms, in Å:
C (-0.53, -1.15, -1.48)
C (1.50, 0.19, -1.34)
C (-1.92, 0.35, 1.32)
N (0.18, -0.09, -0.77)
C (-0.63, 0.73, 0.64)
C (1.40, 0.35, 1.83)
N (-0.63, 1.13, -0.64)
N (0.38, 1.03, 1.57)
H (-1.47, -1.37, -0.98)
H (-0.75, -0.84, -2.51)
H (0.08, -2.06, -1.50)
H (1.99, 0.97, -0.76)
H (1.38, 0.55, -2.37)
H (2.12, -0.71, -1.35)
H (-2.55, 1.24, 1.31)
H (-1.80, 0.02, 2.35)
H (-2.43, -0.41, 0.73)
H (2.12, 0.71, 2.56)
H (1.58, -0.64, 1.40)

Summary:
- E_HOMO (eV) = -7.71
- LUMO (eV) = 0.906

***

Model B:
Computed, not measured: a molecular structure, C5H11N3, with the ωB97M-V functional and the def2-TZVPD basis.

Positions of all 19 atoms, in Å:
N (-0.89, -1.06, 1.03)
N (-1.52, 0.00, 1.66)
C (0.38, 1.93, -1.06)
C (-0.52, 1.08, -1.55)
H (-1.28, -1.91, 1.43)
H (-1.55, -0.01, 2.68)
H (-1.24, 0.88, 1.27)
H (0.47, 2.94, -1.45)
H (-0.63, 0.08, -1.15)
H (-1.19, 1.37, -2.35)
C (1.29, 1.56, 0.03)
C (-0.36, -2.78, -0.79)
C (0.70, -2.61, -0.18)
N (2.16, 2.30, 0.59)
H (2.17, 3.24, 0.18)
H (1.21, 0.54, 0.39)
H (-1.27, -2.94, -1.31)
H (0.34, -1.64, 0.79)
H (1.72, -2.96, -0.22)

Summary:
- E_HOMO (eV) = -7.75
- LUMO (eV) = 0.493

***

Least stable: model B

***

Model A:
Computed, not measured: a single C21H28N4O2 molecule, with the ωB97M-V functional and the def2-TZVPD basis.

Positions of all 55 atoms, in Å:
C (6.86, 0.70, 0.35)
H (7.76, 0.09, 0.45)
O (5.86, -0.18, -0.07)
C (4.60, 0.32, -0.28)
C (4.23, 1.64, -0.10)
C (2.92, 2.03, -0.33)
C (1.96, 1.12, -0.75)
C (2.35, -0.20, -0.95)
C (3.65, -0.60, -0.72)
H (3.95, -1.63, -0.87)
H (1.62, -0.93, -1.29)
C (0.53, 1.54, -0.97)
H (0.47, 2.17, -1.86)
H (-0.08, 0.65, -1.15)
C (-0.06, 2.31, 0.24)
N (-1.32, 1.75, 0.66)
C (-2.49, 2.25, 0.22)
O (-2.57, 3.26, -0.45)
C (-3.77, 1.52, 0.67)
C (-3.58, 0.13, 1.31)
N (-3.13, -0.84, 0.34)
C (-1.91, -1.41, 0.39)
N (-1.64, -2.36, -0.52)
C (-0.46, -2.96, -0.43)
C (0.47, -2.60, 0.55)
C (0.12, -1.57, 1.41)
N (-1.06, -0.99, 1.34)
C (1.08, -1.05, 2.43)
H (1.90, -0.53, 1.93)
H (1.50, -1.86, 3.01)
H (0.57, -0.35, 3.09)
H (1.43, -3.09, 0.61)
C (-0.16, -4.02, -1.44)
H (0.75, -3.77, -1.99)
H (-0.99, -4.11, -2.13)
H (0.00, -4.97, -0.94)
C (-4.02, -1.01, -0.78)
H (-3.58, -1.77, -1.44)
C (-4.19, 0.33, -1.50)
C (-4.71, 1.39, -0.53)
H (-4.77, 2.35, -1.03)
H (-5.71, 1.11, -0.19)
H (-4.88, 0.21, -2.33)
H (-3.23, 0.65, -1.90)
H (-4.99, -1.37, -0.42)
H (-2.88, 0.16, 2.15)
H (-4.55, -0.20, 1.68)
H (-4.23, 2.18, 1.41)
H (-1.27, 0.83, 1.09)
H (-0.24, 3.35, -0.02)
H (0.63, 2.26, 1.09)
H (2.64, 3.06, -0.19)
H (4.94, 2.38, 0.23)
H (7.04, 1.49, -0.38)
H (6.63, 1.15, 1.32)

Summary:
- E_HOMO (eV) = -8.22
- LUMO (eV) = 0.767
- SMILES string = COc1ccc(CCNC(=O)[C@H]2CCCN(c3nc(C)cc(C)n3)C2)cc1

***

Model B:
Computed, not measured: a single C21H28N4O2 molecule, with the ωB97M-V functional and the def2-TZVPD basis.

Positions of all 55 atoms, in Å:
C (-6.42, -1.06, 2.42)
C (-5.65, 0.09, 1.77)
C (-4.89, -0.37, 0.53)
H (-5.59, -0.81, -0.18)
H (-4.17, -1.15, 0.81)
C (-4.14, 0.79, -0.13)
N (-3.22, 0.37, -1.16)
C (-1.93, 0.04, -0.94)
O (-1.20, -0.36, -1.82)
C (-1.41, 0.20, 0.50)
N (-0.03, -0.23, 0.54)
N (0.15, -1.51, 0.86)
C (1.34, -2.02, 0.79)
C (2.44, -1.26, 0.35)
C (2.23, 0.08, 0.02)
N (3.39, 0.65, -0.41)
C (4.38, -0.30, -0.35)
C (5.73, -0.21, -0.68)
C (6.50, -1.34, -0.54)
C (5.96, -2.55, -0.07)
C (4.63, -2.65, 0.25)
C (3.82, -1.52, 0.12)
H (4.21, -3.58, 0.61)
H (6.61, -3.41, 0.02)
H (7.55, -1.30, -0.79)
H (6.16, 0.71, -1.04)
C (3.54, 2.03, -0.78)
H (2.65, 2.33, -1.34)
C (3.68, 2.95, 0.44)
C (4.91, 2.64, 1.27)
H (4.96, 3.31, 2.13)
H (5.82, 2.78, 0.69)
H (4.89, 1.62, 1.64)
H (3.72, 3.98, 0.08)
H (2.78, 2.84, 1.05)
H (4.42, 2.12, -1.43)
C (0.92, 0.68, 0.11)
O (0.62, 1.85, -0.12)
H (1.42, -3.06, 1.07)
H (-1.44, 1.25, 0.78)
H (-1.98, -0.42, 1.19)
C (-3.72, 0.22, -2.52)
C (-4.07, -1.23, -2.85)
H (-4.40, -1.30, -3.89)
H (-3.19, -1.86, -2.73)
H (-4.86, -1.60, -2.21)
H (-2.92, 0.55, -3.19)
H (-4.59, 0.86, -2.64)
H (-4.87, 1.48, -0.58)
H (-3.60, 1.35, 0.64)
H (-6.35, 0.88, 1.49)
H (-4.95, 0.50, 2.50)
H (-6.95, -0.72, 3.30)
H (-5.74, -1.86, 2.71)
H (-7.15, -1.47, 1.72)

Summary:
- E_HOMO (eV) = -7.88
- LUMO (eV) = 0.589
- SMILES string = CCCCN(CC)C(=O)Cn1ncc2c3ccccc3n(CCC)c2c1=O

***

Least stable: model B